No. 1
Formula: C20H27BCl3O5
Source: the Open Molecules 2025 dataset
Level of theory: ωB97M-V/def2-TZVPD

Cartesian coordinates (Å):
Cl: 0.46000 -0.99563 3.71841
B: 1.40680 -1.00201 2.09434
Cl: 3.24460 -0.90128 2.34390
Cl: 1.12783 -2.80370 1.30264
O: 0.83464 -0.02856 1.24273
C: 0.95989 -0.15959 -0.14899
C: 1.72101 1.12757 -0.68039
C: 2.69337 1.04895 -1.68198
C: 3.25260 2.22700 -2.21323
C: 3.03116 3.46234 -1.61532
C: 2.23902 3.50114 -0.46103
C: 1.62009 2.33060 0.01579
H: 1.66267 -0.97925 -0.34093
H: 3.05824 0.08024 -2.02324
H: 3.91508 2.19300 -3.08130
H: 3.51140 4.37609 -1.97446
H: 2.10197 4.42467 0.09833
H: 1.05381 2.35848 0.94752
C: -0.79410 3.80078 -2.54811
C: -1.55798 2.92596 -1.60083
O: -0.69223 1.75771 -1.55460
C: -1.26616 0.78188 -0.84302
C: -0.45824 -0.52577 -0.74656
C: -1.41728 -1.57670 -0.09536
C: -1.94449 -1.14045 1.24627
C: -2.69773 -2.26010 1.93306
C: -3.88359 -2.70102 1.07822
C: -3.48506 -3.01895 -0.36515
C: -2.59090 -1.95134 -1.00124
C: 0.00773 -1.18168 -2.03639
O: 0.11696 -2.39151 -2.21513
O: 0.42054 -0.31279 -2.96237
C: 1.18754 -0.96250 -4.01039
C: 1.59061 0.22456 -4.82938
O: -2.33313 1.03313 -0.28733
H: -1.30380 4.75379 -2.70157
H: 0.22486 3.96796 -2.18263
H: -0.72066 3.28301 -3.51756
H: -1.67702 3.36248 -0.59425
H: -2.52573 2.59109 -2.00326
H: -0.79308 -2.46809 0.04987
H: -1.13723 -0.81215 1.89907
H: -2.60383 -0.28188 1.07612
H: -2.02890 -3.10902 2.11148
H: -3.04349 -1.90581 2.90627
H: -4.37536 -3.56954 1.53201
H: -4.63810 -1.90228 1.07099
H: -2.96082 -3.98441 -0.38656
H: -4.39270 -3.13564 -0.96531
H: -3.17390 -1.04141 -1.21463
H: -2.22158 -2.33226 -1.96084
H: 2.05534 -1.49083 -3.57942
H: 0.51670 -1.66100 -4.52805
H: 2.17576 -0.07778 -5.69824
H: 0.68324 0.74331 -5.17793
H: 2.16206 0.92915 -4.22468

Values from the calculation:
* spin multiplicity: 1
* largest force on an atom: 0.0366 hartree/bohr
* LUMO: 2.7 eV
* Kohn-Sham gap: 8.73 eV
* HOMO energy: -6.048 eV
* net charge: -1


No. 2
Formula: C8H22IN2O3Si
Source: the Open Molecules 2025 dataset
Level of theory: ωB97M-V/def2-TZVPD

Cartesian coordinates (Å):
C: 0.85480 -1.75146 -1.05198
Si: -0.37035 -1.62838 -2.47605
C: -1.36762 -3.19686 -2.59384
C: 0.55142 -1.28782 -4.06667
N: -1.49963 -0.29551 -2.06259
I: -0.65000 1.55343 -2.27808
C: -2.75343 -0.35911 -2.76250
O: -2.96198 0.04322 -3.87139
O: -3.70884 -0.94959 -2.01914
H: 0.40625 -1.34377 -0.14079
H: 1.13710 -2.79676 -0.88257
H: 1.75028 -1.16318 -1.27590
H: -2.27836 -3.09212 -3.19249
H: -0.73293 -3.93886 -3.08939
H: -1.65178 -3.59048 -1.61293
H: -0.07193 -0.74061 -4.78253
H: 1.45094 -0.70265 -3.85210
H: 0.84681 -2.23974 -4.52460
H: -3.33215 -1.15422 -1.15183
C: 0.48891 2.30203 4.11741
C: -0.25297 1.65096 2.96309
C: 0.47302 0.47854 2.30527
O: 1.55817 0.95133 1.54296
C: 2.85931 0.87099 2.13715
N: -0.41533 2.67162 1.85971
H: 1.39998 2.79969 3.78209
H: -0.13522 3.03954 4.62360
H: 0.76749 1.54606 4.84875
H: -1.25520 1.35600 3.27317
H: -0.20789 -0.02411 1.61226
H: 0.78000 -0.24919 3.05834
H: 2.91269 0.04352 2.84529
H: 3.12440 1.80162 2.64152
H: 3.56836 0.69429 1.33261
H: -0.67948 3.58996 2.21561
H: -1.09771 2.38245 1.15310
H: 0.49289 2.72918 1.37547

Values from the calculation:
* energy above the lowest of the compared OMol25 structures with the same formula, charge and spin: 0.00 kJ/mol
* spin multiplicity: 1
* largest force on an atom: 0.0149 hartree/bohr
* LUMO: -3.3 eV
* Kohn-Sham gap: 8.70 eV
* HOMO energy: -11.987 eV
* net charge: +1


No. 3
Formula: C2H3F3NOPS3
Source: the Open Molecules 2025 dataset
Level of theory: ωB97M-V/def2-TZVPD

Cartesian coordinates (Å):
C: 0.46150 0.99036 -0.99427
C: 0.22897 2.37592 -1.72959
N: 1.35499 0.18794 -1.36260
O: -0.50306 0.88630 -0.07429
F: 1.14577 2.75876 -2.61832
F: -0.91259 2.44369 -2.36860
F: 0.27375 3.33419 -0.77940
P: -0.79187 -0.34515 1.04737
S: 0.42692 -0.13727 2.54905
S: -2.74882 0.27675 1.42512
S: -0.82356 -2.21812 0.04957
H: 2.00194 0.43581 -2.08358
H: -2.30952 1.47579 1.79060
H: 0.00149 -2.72797 0.99297

Values from the calculation:
* energy above the lowest of the compared OMol25 structures with the same formula, charge and spin: 33.82 kJ/mol
* spin multiplicity: 1
* largest force on an atom: 0.0617 hartree/bohr
* LUMO: -0.1 eV
* Kohn-Sham gap: 9.24 eV
* SMILES: [H]/N=C(/OP(=S)(S)S)C(F)(F)F
* HOMO energy: -9.335 eV


No. 4
Formula: C35H32BeFN9O11S3
Source: the Open Molecules 2025 dataset
Level of theory: ωB97M-V/def2-TZVPD

Cartesian coordinates (Å):
Be: 0.08989 -3.50879 1.32813
C: 4.60222 2.43546 -0.34578
C: 4.19845 1.99967 1.05427
N: 3.07361 1.06637 1.09660
C: 3.31060 -0.26470 1.27370
C: 2.35846 -1.21804 1.38740
C: 2.75675 -2.65242 1.62929
O: 3.94988 -2.91871 1.76920
O: 1.78174 -3.45272 1.68390
C: 0.97488 -0.83559 1.32443
O: 0.02161 -1.61067 1.33576
C: 0.71913 0.61544 1.23523
C: -0.60250 1.05112 1.31291
C: -0.86808 2.37712 1.13875
F: -2.13146 2.84577 1.28011
C: 0.13814 3.29020 0.82168
C: 1.45365 2.87141 0.80709
C: 1.76601 1.52634 1.05270
N: -0.16969 4.64784 0.48640
C: -1.28525 4.85770 -0.41678
C: -1.13288 6.21725 -1.06441
N: -1.12606 7.24664 0.04381
C: -0.01578 6.99387 1.03538
C: -0.17888 5.59005 1.58509
H: 5.44018 3.13212 -0.28327
H: 3.78443 2.92478 -0.87595
H: 4.91135 1.57868 -0.94262
H: 3.94161 2.85957 1.67644
H: 5.03418 1.50406 1.54488
H: 4.34908 -0.56781 1.33937
H: -1.38559 0.32947 1.52130
H: 2.21610 3.59085 0.54168
H: -2.26041 4.80793 0.09086
H: -1.29175 4.08852 -1.18720
H: -1.95505 6.46167 -1.73406
H: -0.18114 6.30948 -1.58328
H: -2.01800 7.17994 0.53867
H: -1.06427 8.18945 -0.33519
H: -0.07574 7.76243 1.80330
H: 0.91584 7.08593 0.48100
H: -1.11107 5.53203 2.17533
H: 0.64710 5.38068 2.26202
O: 0.17001 -5.24911 -1.65768
C: 0.25817 -4.04353 -1.46386
O: 0.27272 -3.37665 -0.38372
C: 0.33405 -3.11033 -2.66819
C: -0.20846 -3.48693 -3.88685
C: -0.21453 -2.57286 -4.92750
C: 0.30942 -1.30062 -4.81531
C: 0.85588 -0.97140 -3.58963
C: 0.87721 -1.84158 -2.51761
N: 1.40296 0.38923 -3.40349
O: 2.02689 0.61084 -2.38461
O: 1.20575 1.20959 -4.27944
N: -0.82151 -2.95812 -6.22167
O: -1.39959 -4.02188 -6.27508
O: -0.71024 -2.17704 -7.14809
H: -0.62210 -4.47779 -4.01183
H: 0.29139 -0.60563 -5.63850
H: 1.27207 -1.53792 -1.55918
S: -0.73379 -7.74231 0.92140
C: 0.94399 -7.48471 1.13288
C: 1.17668 -6.18044 1.40636
N: 0.04530 -5.39787 1.46885
C: -1.02576 -6.09983 1.22887
H: 1.66098 -8.28189 1.03011
H: 2.13478 -5.71100 1.56654
H: -2.01571 -5.66959 1.20473
N: -3.30287 1.95537 -2.28885
C: -3.20700 0.87868 -1.37929
C: -3.98989 0.85677 -0.22506
C: -3.86943 -0.18178 0.68386
C: -2.94906 -1.19719 0.45638
C: -2.17117 -1.18742 -0.69014
C: -2.30261 -0.15359 -1.60469
S: -2.79066 -2.50400 1.64244
O: -4.09913 -3.08813 1.75433
O: -1.76176 -3.40722 1.09369
N: -2.34334 -1.81030 2.97332
C: -1.23444 -2.21408 3.62183
S: -0.85804 -1.40438 5.12398
C: 0.54134 -2.40930 5.31277
C: 0.62865 -3.25528 4.27094
N: -0.35357 -3.14981 3.30418
H: -4.22738 2.36099 -2.30802
H: -3.03361 1.68903 -3.22518
H: -4.70498 1.65276 -0.04620
H: -4.48575 -0.20743 1.57409
H: -1.45714 -1.98366 -0.85183
H: -1.69545 -0.15087 -2.50556
H: 1.18975 -2.33224 6.16936
H: 1.40976 -3.98791 4.12799

Values from the calculation:
* spin multiplicity: 1
* largest force on an atom: 0.0147 hartree/bohr
* LUMO: -1.8 eV
* Kohn-Sham gap: 4.92 eV
* HOMO energy: -6.698 eV


No. 5
Formula: C4H9NOS
Source: the Open Molecules 2025 dataset
Level of theory: ωB97M-V/def2-TZVPD

Cartesian coordinates (Å):
C: 2.92171 1.05661 0.38170
C: 2.77961 -0.14187 -0.41340
C: -0.53656 -1.29331 1.16817
C: -1.53061 -0.53096 0.23907
N: 2.35207 0.89267 -0.98773
O: -1.60552 1.87118 -0.96134
S: -1.52406 1.31950 0.57235
H: 2.42505 1.32020 1.27884
H: 3.94836 1.34845 0.41697
H: 3.06029 -1.10855 -0.38175
H: -2.37598 2.43253 -1.20726
H: -0.10999 -2.09376 0.62960
H: 0.25546 -0.68842 1.73658
H: -1.13584 -1.70408 1.89958
H: -2.49257 -0.97542 0.31965
H: -1.25047 -0.51378 -0.79021

Values from the calculation:
* energy above the lowest of the compared OMol25 structures with the same formula, charge and spin: 466.92 kJ/mol
* spin multiplicity: 1
* largest force on an atom: 0.0762 hartree/bohr
* LUMO: 0.7 eV
* Kohn-Sham gap: 9.08 eV
* SMILES: C1=NC1.CCSO
* HOMO energy: -8.359 eV


No. 6
Formula: C50H92N9O5
Source: the Open Molecules 2025 dataset
Level of theory: ωB97M-V/def2-TZVPD

Cartesian coordinates (Å):
N: -8.08553 -0.36471 -6.17765
O: -7.68008 -0.28723 -4.99753
O: -7.25288 -0.60535 -7.05647
O: -9.19193 -0.00047 -6.53047
C: -6.30645 0.82634 -8.48675
C: -4.86442 0.80732 -7.89110
C: -4.59714 -0.26285 -6.84572
O: -3.32691 -0.00204 -6.17169
C: -3.21253 1.21022 -5.41008
N: -3.93657 0.68324 -9.09274
H: -3.83285 1.59381 -9.51725
H: -3.03900 0.38020 -8.74253
H: -4.19399 -0.02314 -9.76719
H: -7.13156 1.08151 -7.82178
H: -6.53178 -0.16625 -8.87676
H: -6.38917 1.43718 -9.38571
H: -4.71341 1.82190 -7.52241
H: -4.44752 -1.20573 -7.37175
H: -5.33216 -0.23462 -6.04134
H: -3.27969 2.06037 -6.08894
H: -2.21483 1.33513 -4.98926
H: -3.89335 1.23679 -4.55927
C: -9.68693 -0.24015 -3.99327
C: -10.37281 1.05574 -4.47892
C: -11.38824 0.83428 -5.57748
O: -12.43436 1.83532 -5.67027
C: -13.48512 1.70246 -6.63565
N: -11.14725 1.65829 -3.17458
H: -12.05091 1.86776 -3.57415
H: -11.34472 1.01561 -2.42088
H: -10.79806 2.53716 -2.81997
H: -9.29791 -0.78676 -4.85233
H: -10.38782 -0.77570 -3.35293
H: -8.76401 -0.04606 -3.44677
H: -9.68709 1.82868 -4.82597
H: -11.95200 -0.07581 -5.37247
H: -10.85221 0.73109 -6.52095
H: -14.06284 0.77842 -6.61285
H: -13.17761 1.86780 -7.66823
H: -14.15175 2.54504 -6.45192
C: -7.24949 -3.98070 -12.21231
C: -7.86406 -2.54148 -12.11568
C: -7.92500 -2.01636 -10.66506
N: -8.63976 -0.65906 -10.44891
C: -8.84022 -0.36675 -8.91860
C: -9.21450 1.12256 -8.57941
C: -8.25574 2.11170 -9.29308
C: -8.30244 1.86385 -10.80743
C: -7.87179 0.50369 -11.19996
C: -10.09720 -0.75869 -11.06096
H: -7.34132 -4.32857 -13.24122
H: -7.64118 -4.80081 -11.61055
H: -6.17598 -3.92266 -12.03260
H: -8.81108 -2.57816 -12.65411
H: -7.17809 -1.93519 -12.70727
H: -6.87643 -1.86649 -10.40792
H: -8.39305 -2.69096 -9.94815
H: -7.91619 -0.60173 -8.39037
H: -9.54639 -1.04929 -8.44578
H: -9.07683 1.29860 -7.51257
H: -10.25864 1.29837 -8.83817
H: -7.25829 1.94772 -8.88530
H: -8.44511 3.15199 -9.02841
H: -7.67462 2.56304 -11.35975
H: -9.33613 2.13043 -11.02770
H: -6.83325 0.29882 -10.94004
H: -7.87825 0.21271 -12.25038
H: -10.60660 -1.50125 -10.44678
H: -10.17752 -0.96127 -12.12897
H: -10.66213 0.12696 -10.77020
C: -8.74698 2.30793 -6.74241
C: -9.96823 3.03940 -6.12632
C: -10.16376 4.45520 -6.73655
N: -11.37328 5.22110 -6.14654
C: -11.71669 6.50664 -6.94309
C: -12.24261 6.17231 -8.34353
C: -13.46144 5.26001 -8.38676
C: -13.29246 4.05076 -7.39075
C: -12.75958 4.46409 -6.06048
C: -11.15707 5.64903 -4.69353
H: -8.43925 1.37129 -6.27749
H: -7.92686 2.99661 -6.53937
H: -8.83005 2.13468 -7.81535
H: -9.88105 3.17586 -5.04843
H: -10.90254 2.50481 -6.29772
H: -10.16959 4.59143 -7.81800
H: -9.33360 5.12557 -6.51396
H: -10.84293 7.15769 -6.91521
H: -12.45754 7.11393 -6.42305
H: -11.45099 5.86530 -9.02704
H: -12.55114 7.09078 -8.84284
H: -13.54877 4.91237 -9.41614
H: -14.32840 5.87851 -8.15453
H: -12.61725 3.30286 -7.80648
H: -14.21239 3.48331 -7.24993
H: -12.66147 3.60417 -5.39793
H: -13.55949 5.01714 -5.56815
H: -10.26415 6.26261 -4.57395
H: -11.05589 4.72481 -4.12457
H: -11.94589 6.28072 -4.28508
C: -7.09555 2.51444 -0.47327
N: -6.33264 1.69135 -1.42096
C: -5.39130 0.79249 -0.98802
C: -4.74186 -0.00042 -1.86879
C: -5.05642 0.04433 -3.24342
C: -6.00593 1.01403 -3.63904
C: -6.58412 1.85924 -2.70017
C: -4.50002 -0.95451 -4.23287
C: -5.36899 -1.79275 -4.88340
C: -4.88174 -2.78743 -5.70578
N: -3.57911 -2.97268 -5.76904
C: -2.66360 -2.15432 -5.15012
C: -3.10819 -1.02006 -4.45717
C: -3.07288 -3.95250 -6.75016
H: -7.07300 3.55627 -0.79293
H: -6.59332 2.48239 0.49360
H: -8.11539 2.13782 -0.39471
H: -5.12342 0.73662 0.05673
H: -4.07303 -0.72161 -1.42273
H: -6.38685 0.97910 -4.64903
H: -7.44423 2.46432 -2.94607
H: -6.39135 -1.60867 -4.58791
H: -5.39162 -3.56299 -6.25801
H: -1.61923 -2.38834 -5.29483
H: -2.43252 -0.30298 -4.01483
H: -3.81544 -4.21821 -7.50258
H: -2.69002 -4.78680 -6.16240
H: -2.28865 -3.43299 -7.30078
C: -11.70474 -2.72838 -2.01215
N: -10.90415 -3.00294 -3.23233
C: -10.99612 -2.11013 -4.21014
C: -10.16649 -2.24675 -5.34646
C: -9.38738 -3.47724 -5.53826
C: -9.40461 -4.42004 -4.44195
C: -10.13789 -4.13951 -3.24041
C: -8.59813 -3.76279 -6.77509
C: -7.94565 -2.71640 -7.48267
C: -6.90990 -3.03605 -8.37354
N: -6.78727 -4.30844 -8.74015
C: -7.48661 -5.34404 -8.21638
C: -8.37161 -5.05040 -7.21218
C: -5.99195 -4.54721 -9.95198
H: -11.93189 -1.66584 -1.92556
H: -11.12517 -2.96835 -1.12074
H: -12.61889 -3.32092 -1.97550
H: -11.60094 -1.23566 -4.02064
H: -10.07370 -1.49358 -6.11491
H: -8.82569 -5.33065 -4.48701
H: -10.14558 -4.63741 -2.28205
H: -8.12508 -1.69424 -7.18368
H: -6.38159 -2.28294 -8.93932
H: -7.29606 -6.30892 -8.66259
H: -8.83529 -5.86941 -6.68245
H: -5.56532 -5.54848 -9.89238
H: -5.31429 -3.70056 -10.06173
H: -6.75604 -4.51242 -10.72854

Values from the calculation:
* energy above the lowest of the compared OMol25 structures with the same formula, charge and spin: 3631.97 kJ/mol
* spin multiplicity: 1
* largest force on an atom: 0.2080 hartree/bohr
* LUMO: -16.8 eV
* Kohn-Sham gap: 7.38 eV
* HOMO energy: -24.181 eV
* net charge: +7


Which formula does entry 1 have?
C20H27BCl3O5


Among the records above, which one has the highest HOMO energy?
C20H27BCl3O5


Which formula does entry 5 have?
C4H9NOS